Formula: C21H30ClN3O3
Source: OMol25
Level of theory: the ωB97M-V functional and the def2-TZVPD basis

```
58
Properties=species:S:1:pos:R:3:forces:R:3:mulliken_charge:R:1
H 6.502 -0.734 0.798 -0.02 0.04 0.01 0.382
H -1.635 -0.087 1.899 -0.05 -0.12 -0.18 0.199
C 2.318 -0.722 -0.888 0.13 0.34 -0.21 -0.945
H 3.852 -0.299 1.941 0.01 -0.03 0.01 0.295
C -6.675 -1.391 0.272 -0.02 0.11 -0.01 -0.208
H 6.509 -1.098 -1.719 -0.02 0.08 0.04 0.388
O -2.979 3.127 0.104 -0.22 0.38 -0.04 -0.694
C -4.909 0.245 0.999 0.11 0.06 -0.30 -0.636
H 1.103 1.579 0.674 0.02 0.03 -0.10 0.240
H -0.387 -0.339 -0.845 0.02 0.04 0.05 0.410
H -0.867 2.080 2.050 0.01 0.01 0.05 0.404
H 4.014 0.353 -1.649 -0.04 0.05 -0.01 0.382
H -2.152 -1.100 0.549 -0.03 0.06 0.08 0.456
C -7.916 -1.686 -0.265 -0.11 0.01 -0.07 -0.719
H 1.599 -0.096 -1.409 -0.03 -0.04 0.00 0.419
C 0.115 1.496 0.216 0.02 0.04 0.02 -0.297
H -4.959 1.125 1.642 0.05 -0.02 0.05 0.335
C -8.374 0.670 -0.459 -0.08 -0.05 -0.05 -0.724
H -6.828 1.976 0.214 0.04 0.14 0.02 0.417
C 0.635 -0.856 0.979 -0.37 0.12 -0.38 0.443
H 4.803 -1.799 1.799 0.00 0.03 0.03 0.487
C 8.779 0.162 -2.125 0.01 0.02 -0.06 -0.721
H 8.450 0.953 -2.812 0.03 -0.02 0.01 0.295
H -6.018 -2.199 0.558 0.08 -0.08 0.05 0.364
C 3.617 0.063 -0.676 -0.14 -0.17 -0.19 -0.532
H -9.041 1.469 -0.746 -0.08 0.05 -0.03 0.407
C -2.266 2.203 0.440 0.33 0.04 0.16 0.771
H 2.542 -1.601 -1.504 -0.05 0.11 -0.05 0.279
C 6.631 -0.122 -1.226 -0.12 -0.05 0.04 -0.518
H 8.743 -0.799 -2.655 0.02 0.03 0.01 0.304
H -3.861 -0.316 -0.818 -0.01 0.05 0.01 0.147
H 3.001 -2.870 0.512 0.02 0.01 0.04 0.386
C -0.867 2.369 0.997 0.02 0.17 -0.13 -1.179
H -8.227 -2.710 -0.401 -0.06 -0.08 -0.02 0.403
C 5.893 -0.142 0.112 0.24 0.01 -0.25 -0.744
C -0.338 0.019 0.186 -0.09 -0.21 0.26 0.832
H -0.585 3.420 0.927 -0.11 -0.06 0.04 0.385
C -6.270 -0.075 0.455 0.01 -0.05 0.12 0.161
C 2.779 -1.972 1.098 0.15 -0.01 0.47 -1.024
H 9.799 0.362 -1.804 0.02 -0.01 -0.10 0.250
C 4.063 -1.172 1.298 -0.14 -0.26 -0.08 -0.674
H 2.345 -2.255 2.057 0.08 -0.01 -0.15 0.445
H 5.832 0.882 0.514 0.00 -0.04 0.05 0.232
H -4.311 1.405 -0.724 0.01 -0.17 0.00 0.540
N 1.803 -1.176 0.380 0.40 -0.23 -0.02 0.100
O 7.991 0.133 -0.964 -0.11 0.04 0.24 -0.301
H 3.401 0.982 -0.100 0.02 -0.02 -0.04 0.278
O 0.365 -1.250 2.099 -0.16 -0.01 0.35 -0.699
Cl -10.313 -1.009 -1.300 -0.19 -0.04 -0.08 -0.221
H 0.187 1.883 -0.803 0.07 0.00 0.03 0.376
N -2.625 0.903 0.326 -0.11 -0.12 -0.31 0.420
C -1.737 -0.124 0.808 0.44 -0.22 0.28 -1.749
C -7.132 0.949 0.080 0.02 -0.11 0.01 -0.306
C -3.938 0.550 -0.154 -0.27 0.15 0.10 -0.974
C -8.759 -0.650 -0.629 0.20 0.03 0.08 0.376
N 4.590 -0.772 0.004 0.03 0.05 0.07 0.094
H -4.527 -0.593 1.583 0.00 0.02 0.07 0.430
H 6.231 0.655 -1.897 0.03 -0.08 0.02 0.338
```
Positions in Å, forces in eV/Å.

Results
Highest occupied orbital energy, eV: -8.8
Calculated total energy, eV: -45399.8976
Lowest unoccupied orbital energy, Eh: 0.0207
Gap between HOMO and LUMO, eV: 9.37
Energy above the lowest of the compared OMol25 structures with the same formula, charge and spin, eV: 0.105
Molecular weight, g/mol: 407.94